1.
{"formula": "C32H42F8O30P2S", "method": "ωB97M-V/def2-TZVPD", "species": ["C", "C", "P", "C", "C", "C", "P", "O", "O", "O", "C", "C", "C", "O", "S", "O", "O", "H", "H", "H", "H", "H", "H", "H", "H", "H", "H", "H", "H", "H", "H", "H", "H", "H", "H", "O", "C", "O", "C", "C", "F", "O", "H", "H", "H", "O", "C", "O", "C", "C", "F", "O", "H", "H", "H", "O", "C", "O", "C", "C", "F", "O", "H", "H", "H", "O", "C", "O", "C", "C", "F", "O", "H", "H", "H", "O", "C", "O", "C", "C", "F", "O", "H", "H", "H", "O", "C", "O", "C", "C", "F", "O", "H", "H", "H", "O", "C", "O", "C", "C", "F", "O", "H", "H", "H", "O", "C", "O", "C", "C", "F", "O", "H", "H", "H"], "positions_angstrom": [[-3.1850, -2.2765, -2.2831], [-1.7632, -2.8293, -2.4990], [-0.5111, -1.9053, -3.4859], [-1.4661, -1.2162, -4.9010], [-0.9533, 0.0600, -5.5993], [0.2008, -0.4767, -2.4045], [1.8740, -0.0980, -3.1044], [1.9856, -0.4630, -4.5333], [2.0906, 1.4734, -2.8463], [2.9638, -0.7926, -2.1744], [-0.6238, 0.8477, -2.2107], [-1.8602, 0.7098, -1.3137], [-1.5828, 0.1004, 0.0374], [-0.9496, -1.1996, -0.0896], [0.4763, -1.1518, -0.7547], [1.2263, -0.1858, 0.0189], [0.9247, -2.5117, -0.8313], [-3.9433, -3.0531, -2.4242], [-3.2841, -1.9152, -1.2536], [-3.4221, -1.4275, -2.9264], [-1.8201, -3.7653, -3.0697], [-1.3196, -3.1088, -1.5436], [-2.5290, -1.1113, -4.6667], [-1.3961, -2.0425, -5.6195], [-0.4972, -0.2134, -6.5575], [-0.2295, 0.6301, -5.0283], [-1.7952, 0.7275, -5.7917], [2.2717, 1.8995, -3.6912], [3.5628, -0.1335, -1.7983], [-0.9719, 1.2585, -3.1536], [0.0344, 1.6073, -1.7791], [-2.2381, 1.7218, -1.1208], [-2.6652, 0.1913, -1.8370], [-2.5084, -0.0821, 0.5855], [-0.9775, 0.7638, 0.6608], [5.6217, 0.9366, 4.4431], [5.1470, 1.0850, 3.3670], [4.1711, 1.9721, 3.0867], [3.8836, 1.9093, 1.6884], [4.4050, 0.5307, 1.3376], [4.8814, 0.4843, 0.0667], [5.4564, 0.3509, 2.2674], [4.4446, 2.6784, 1.1555], [2.8190, 2.0327, 1.5148], [3.6783, -0.2722, 1.4677], [3.8484, 5.2163, 8.1204], [4.5055, 4.2684, 7.8596], [5.6454, 4.2847, 7.1293], [6.2328, 2.9808, 7.1682], [5.0302, 2.1193, 7.4807], [5.3288, 1.0275, 8.2355], [4.2147, 2.9897, 8.2376], [6.9783, 2.9426, 7.9641], [6.6942, 2.7307, 6.2179], [4.4853, 1.7784, 6.6008], [-3.1750, 1.9100, 2.1261], [-3.6221, 1.2209, 2.9780], [-4.9101, 0.8472, 3.1347], [-4.9720, -0.1311, 4.1857], [-3.7067, 0.1696, 4.9691], [-3.1131, -0.9226, 5.4983], [-2.8567, 0.6766, 3.9626], [-4.9239, -1.1312, 3.7526], [-5.8863, -0.0159, 4.7589], [-3.8233, 0.9203, 5.7528], [-0.7961, 3.1028, -4.3486], [-1.3650, 3.7642, -5.1514], [-1.6595, 3.3763, -6.4092], [-2.4786, 4.3772, -7.0160], [-2.1379, 5.6018, -6.1891], [-3.1895, 6.4397, -6.0406], [-1.8079, 5.0329, -4.9364], [-3.5299, 4.1136, -6.8908], [-2.2406, 4.4719, -8.0709], [-1.2835, 6.1750, -6.5537], [-0.7369, -1.4017, -8.4970], [0.2705, -1.9683, -8.2198], [0.3326, -3.2137, -7.7000], [1.7087, -3.5901, -7.5843], [2.4023, -2.2424, -7.5600], [3.6171, -2.2804, -8.1730], [1.5146, -1.4434, -8.3342], [2.0051, -4.1582, -8.4684], [1.8643, -4.1813, -6.6872], [2.5065, -1.7967, -6.5740], [1.8807, -1.2700, 7.0261], [1.4041, -1.6014, 5.9934], [2.0538, -1.6206, 4.8082], [1.1995, -2.2137, 3.8265], [-0.1704, -1.9928, 4.4370], [-1.0376, -2.9904, 4.1415], [0.1120, -2.0047, 5.8231], [1.4167, -3.2797, 3.7453], [1.3366, -1.7315, 2.8629], [-0.6329, -1.0389, 4.1760], [-4.3724, 0.4070, -3.9518], [-5.5060, 0.1987, -4.2271], [-6.5249, 1.0666, -4.0400], [-7.7051, 0.5131, -4.6288], [-7.3791, -0.9680, -4.6516], [-7.9149, -1.6017, -5.7179], [-5.9686, -0.9592, -4.7670], [-7.8195, 0.8925, -5.6452], [-8.5782, 0.7664, -4.0356], [-7.6561, -1.5107, -3.7460], [3.0957, -4.8447, 7.8575], [3.2534, -3.7972, 8.3869], [3.6465, -2.6631, 7.7705], [3.5762, -1.5820, 8.7074], [3.6592, -2.3158, 10.0298], [2.9399, -1.7177, 11.0102], [3.0789, -3.5667, 9.7198], [2.6104, -1.0823, 8.6085], [4.3822, -0.8742, 8.5342], [4.6747, -2.4783, 10.3973]], "multiplicity": 1, "e_above_lowest_kj_mol": 16.0, "total_charge": 0, "smiles": "CCP(CC)[C@@]1(P(=O)(O)O)CCCOS1(=O)=O.O=C1OC[C@@H](F)O1.O=C1OC[C@@H](F)O1.O=C1OC[C@@H](F)O1.O=C1OC[C@@H](F)O1.O=C1OC[C@@H](F)O1.O=C1OC[C@@H](F)O1.O=C1OC[C@@H](F)O1.O=C1OC[C@@H](F)O1"}

=====

2.
{"formula": "C32H42I2N3O4PS2Si", "method": "ωB97M-V/def2-TZVPD", "species": ["C", "C", "P", "C", "C", "C", "C", "C", "C", "I", "C", "C", "I", "C", "C", "C", "C", "O", "C", "C", "O", "S", "C", "C", "C", "S", "C", "C", "N", "C", "C", "N", "Si", "C", "C", "C", "H", "H", "H", "H", "H", "H", "H", "H", "H", "H", "H", "H", "H", "H", "H", "H", "H", "H", "H", "H", "H", "H", "H", "H", "H", "H", "H", "H", "H", "H", "H", "H", "H", "H", "H", "H", "H", "C", "C", "C", "C", "C", "C", "N", "O", "O", "H", "H", "H", "H", "H"], "positions_angstrom": [[-0.0932, -4.3494, 4.7783], [1.4113, -3.7948, 4.3983], [1.5645, -3.2655, 2.5330], [0.4711, -4.4265, 1.4376], [-0.0734, -3.6742, 0.0533], [0.9083, -1.4630, 2.3104], [-0.0447, -0.9006, 3.5645], [-0.7439, 0.5914, 3.5537], [-1.6834, 1.1414, 4.7803], [-0.5748, 0.9566, 6.6846], [-3.1617, 0.3777, 4.8359], [-3.7434, 0.3482, 3.2884], [-3.1082, -1.5769, 5.8229], [-0.4531, 1.5312, 2.2032], [0.5329, 0.9757, 0.9741], [1.2389, -0.5172, 0.9758], [2.1898, -1.0856, -0.2768], [1.5360, -0.8301, -1.5698], [2.0253, -1.7218, -2.6326], [1.3230, -1.5586, -4.1400], [3.0070, -2.6215, -2.5325], [0.7616, 2.2118, -0.4619], [-0.9841, 2.9719, -0.6172], [-1.6998, 3.3250, -2.0536], [-3.2424, 3.9364, -2.0136], [-4.0231, 4.3136, -3.7149], [-4.0622, 4.1796, -0.6074], [-5.6281, 4.7552, -0.6123], [-6.4945, 3.5260, -0.2790], [-3.3042, 3.8370, 0.8201], [-1.7505, 3.2182, 0.8483], [-1.1300, 2.8881, 2.1878], [-0.0613, 4.2003, 2.8048], [-0.5963, 4.8466, 4.5737], [-0.2187, 5.7552, 1.6287], [1.8024, 3.7271, 2.9378], [-0.2486, -5.4145, 4.2831], [-0.9687, -3.6311, 4.4138], [-0.2525, -4.4487, 5.9567], [2.1721, -4.6547, 4.6749], [1.6410, -2.8696, 5.1083], [-0.5187, -4.7257, 2.0322], [1.0088, -5.4496, 1.1816], [-0.8314, -4.4510, -0.4409], [-0.6995, -2.6916, 0.2960], [0.7716, -3.5045, -0.7407], [-0.2671, -1.5686, 4.5257], [-1.9377, 2.2984, 4.6513], [-3.8524, 1.0746, 5.5092], [-3.3842, 1.3405, 2.7374], [-4.9239, 0.2840, 3.3795], [-3.2990, -0.6140, 2.7678], [3.2540, -0.5575, -0.2819], [2.3840, -2.2133, -0.0310], [1.5242, -2.4958, -4.8338], [0.1568, -1.4569, -4.0451], [1.7351, -0.5680, -4.6113], [-1.0973, 3.1076, -3.0474], [-4.3960, 3.0175, -4.1947], [-5.7500, 5.5685, 0.2208], [-5.9600, 5.0999, -1.6815], [-7.3827, 3.8267, 0.2035], [-6.7775, 3.0438, -1.1808], [-3.8315, 3.9791, 1.8651], [-1.7380, 5.0998, 4.5130], [-0.0340, 5.8885, 4.7151], [-0.3025, 4.1105, 5.4355], [0.0439, 5.3687, 0.5547], [-1.3457, 6.1107, 1.7467], [0.5255, 6.5518, 2.0568], [2.0158, 2.5795, 3.0740], [2.2875, 4.2852, 3.8535], [2.3391, 4.1540, 1.9647], [5.7749, -3.2044, -6.0505], [6.3180, -3.4828, -7.3057], [5.5506, -4.1380, -8.2706], [4.2328, -4.5075, -7.9680], [3.6875, -4.2361, -6.7060], [4.4657, -3.5829, -5.7482], [3.4125, -5.1738, -8.9867], [3.9370, -5.4134, -10.0845], [2.2418, -5.4546, -8.6924], [6.3753, -2.6883, -5.3033], [7.3397, -3.1860, -7.5333], [5.9884, -4.3477, -9.2442], [2.6679, -4.5217, -6.4561], [4.0505, -3.3650, -4.7667]], "multiplicity": 1, "total_charge": 0}

=====

no.,energy (eV)
1,-146445.76778
2,-101539.87947